This record from the OMol25 dataset describes 2 unconnected molecules or ions with the total composition C2H5O3P. The level of theory is ωB97M-V/def2-TZVPD.

Geometry as XYZ:
```
11
C2H5O3P | the OMol25 dataset | ωB97M-V/def2-TZVPD
C 0.91 0.58 0.70
C 0.60 -0.80 0.03
O -3.56 0.58 -0.49
O 1.14 -1.21 -1.08
O -1.26 -0.20 -0.83
P -2.20 0.69 0.05
H 1.26 1.49 0.21
H 1.68 0.33 1.33
H 0.00 0.70 1.25
H 0.13 -1.70 0.57
H 1.30 -0.47 -1.73
```

Properties
Net charge: 0
Calculated total energy, Ha: -646.23616
Orbital gap, eV: 8.7
LUMO level, eV: -0.28

Löwdin population analysis, charges in e, atoms 1 to 2: -0.06 -0.16

=====

This record from the OMol25 dataset describes 2 unconnected molecules or ions with the total composition C2H5O3S. The level of theory is ωB97M-V/def2-TZVPD.

Geometry as XYZ:
```
11
C2H5O3S | the OMol25 dataset | ωB97M-V/def2-TZVPD
C -0.86 1.90 -0.31
C 1.47 -1.18 0.34
O -1.97 -0.14 1.01
O -2.45 -0.02 -1.43
O 0.55 -1.41 -0.64
S -1.51 0.24 -0.34
H -0.17 2.16 -1.07
H -0.48 1.84 0.70
H 2.32 -0.56 -0.23
H 2.04 -2.18 0.70
H 1.05 -0.65 1.27
```

Properties
Net charge: -1
Calculated total energy, Ha: -702.99807
Orbital gap (spin up / spin down), eV: 6.6 / 7.0
LUMO level (spin up / spin down), eV: 2.91 / 2.96

Löwdin population analysis, charges in e, atoms 1 to 2: -0.19 -0.41

=====

This record from the OMol25 dataset describes 2 unconnected molecules or ions with the total composition C2H5OP. The level of theory is ωB97M-V/def2-TZVPD.

Geometry as XYZ:
```
9
C2H5OP | the OMol25 dataset | ωB97M-V/def2-TZVPD
C -0.35 1.05 -0.34
C 0.03 -0.44 -0.33
O 1.30 -0.85 -0.04
P -1.41 -0.02 0.77
H 0.31 1.63 0.19
H -0.80 1.43 -1.17
H -0.22 -0.87 -1.39
H 1.19 -1.76 0.04
H -0.05 -0.16 2.27
```

Properties
Net charge: 0
Calculated total energy, Ha: -495.65851
Orbital gap, eV: 9.5
LUMO level, eV: 0.07

Löwdin population analysis, charges in e, atoms 1 to 2: -0.37 -0.74

=====

This record from the OMol25 dataset describes C2H5OP in the gas phase. The level of theory is ωB97M-V/def2-TZVPD.

Geometry as XYZ:
```
9
C2H5OP | the OMol25 dataset | ωB97M-V/def2-TZVPD
O -0.91 1.21 0.28
C -0.22 0.35 -0.51
C 0.14 -0.91 0.01
P 1.57 0.21 0.13
H -1.78 1.14 -0.07
H -0.41 0.37 -1.60
H -0.11 -1.45 0.95
H 0.31 -1.77 -0.60
H 1.41 0.86 1.39
```

Properties
Net charge: 0
SMILES string: O[C@@H]1CP1
Calculated total energy, Ha: -495.71562
Orbital gap, eV: 9.9
LUMO level, eV: 0.86

Löwdin population analysis, charges in e, atoms 1 to 2: -0.05 -0.65

=====

This record from the OMol25 dataset describes C2H5OP in the gas phase. The level of theory is ωB97M-V/def2-TZVPD.

Geometry as XYZ:
```
9
C2H5OP | the OMol25 dataset | ωB97M-V/def2-TZVPD
P -1.66 0.46 0.10
C 0.01 -0.37 -0.13
C 1.33 0.35 -0.29
O 0.56 0.02 -1.39
H -1.49 0.56 1.43
H -2.32 -0.73 0.20
H -0.09 -1.48 -0.02
H 1.48 1.43 0.07
H 2.16 -0.24 0.00
```

Properties
Net charge: 0
SMILES string: P[C@@H]1CO1
Calculated total energy, Ha: -495.70159
Orbital gap, eV: 10.9
LUMO level, eV: 1.08

Löwdin population analysis, charges in e, atoms 1 to 2: 0.84 -0.54

=====

This record from the OMol25 dataset describes C2H5OP in the gas phase. The level of theory is ωB97M-V/def2-TZVPD.

Geometry as XYZ:
```
9
C2H5OP | the OMol25 dataset | ωB97M-V/def2-TZVPD
O -1.15 0.02 1.04
C -0.64 -0.44 -0.17
C 0.80 -0.12 -0.44
P -0.51 0.97 -1.44
H -0.49 0.16 1.75
H -1.14 -1.38 -0.54
H 1.27 0.42 0.46
H 1.38 -0.80 -0.98
H -0.48 1.74 -0.42
```

Properties
Net charge: 0
SMILES string: O[C@@H]1CP1
Calculated total energy, Ha: -495.71809
Orbital gap, eV: 9.9
LUMO level, eV: 0.90

Löwdin population analysis, charges in e, atoms 1 to 2: -0.12 -0.66

=====

This record from the OMol25 dataset describes 2 unconnected molecules or ions with the total composition C2H5OPS3. The level of theory is ωB97M-V/def2-TZVPD.

Geometry as XYZ:
```
12
C2H5OPS3 | the OMol25 dataset | ωB97M-V/def2-TZVPD
C -1.91 -0.24 -2.06
C -1.18 0.32 -1.12
S -1.67 0.69 0.54
S 0.49 0.88 -1.65
H -2.83 -0.75 -1.76
H -1.42 -0.12 -2.98
H -0.68 1.56 0.57
H 0.97 0.39 -0.52
O 2.06 0.15 1.02
P 3.17 -0.44 1.83
S 2.04 -1.46 3.37
H 0.96 -0.97 2.75
```

Properties
Net charge: 0
SMILES string: C=C(S)S.O=PS
Calculated total energy, Ha: -1690.32251
Orbital gap, eV: 7.1
LUMO level, eV: -1.29

Löwdin population analysis, charges in e, atoms 1 to 2: -0.13 -1.06

=====

This record from the OMol25 dataset describes 2 unconnected molecules or ions with the total composition C2H5P. The level of theory is ωB97M-V/def2-TZVPD.

Geometry as XYZ:
```
8
C2H5P | the OMol25 dataset | ωB97M-V/def2-TZVPD
C -0.57 -1.52 0.73
C -0.55 0.84 -0.47
P -1.35 -0.11 0.99
H -0.83 -2.45 1.22
H 0.87 -1.64 -1.05
H 0.52 0.67 -0.28
H -0.91 0.50 -1.35
H -0.68 1.93 -0.51
```

Properties
Net charge: 0
Calculated total energy, Ha: -420.30105
Orbital gap (spin up / spin down), eV: 8.4 / 7.6
LUMO level (spin up / spin down), eV: 0.23 / -1.88
Spin multiplicity: 3

Löwdin population analysis, charges in e, atoms 1 to 2: -0.40 -0.39